# 1
# C4H35N2O13

13 unconnected molecules or ions with the total composition C4H35N2O13 in a non-equilibrium geometry (ωB97M-V/def2-TZVPD, the Open Molecules 2025 dataset).

```
54
Properties=species:S:1:pos:R:3:forces:R:3
O -0.902 0.921 -2.376 0.04 -0.16 -0.44
C -1.450 0.302 -1.448 -0.49 -0.23 0.80
N -2.512 -0.436 -1.467 -0.29 -0.12 0.05
C -0.699 0.447 -0.100 1.80 0.30 1.14
N 0.790 0.160 -0.331 -0.28 0.57 -0.86
C -0.207 1.933 1.907 -0.01 -0.36 0.40
C -0.790 1.830 0.501 0.16 1.69 0.07
H -2.964 -0.616 -0.558 0.27 -0.30 0.16
H -3.009 -0.665 -2.318 -0.12 0.32 -0.13
H -1.050 -0.309 0.615 -0.50 -0.10 -0.45
H 1.011 0.067 -1.348 0.38 -0.35 -0.16
H 1.170 -0.686 0.127 -0.36 -0.05 0.58
H 1.346 0.971 -0.041 0.03 0.09 0.07
H -0.194 2.974 2.225 0.14 0.07 -0.20
H 0.796 1.519 2.040 0.03 0.06 -0.10
H -0.848 1.430 2.629 -0.01 -0.20 -0.05
H -1.765 2.317 0.527 0.03 -1.06 0.11
H -0.286 2.544 -0.169 0.37 -0.31 0.07
H 1.721 -1.480 -2.927 -0.17 0.11 -0.36
H 1.182 -0.252 -3.690 0.19 -0.09 -0.19
O 1.708 -0.504 -2.924 -0.29 0.16 0.64
H 4.264 -1.809 1.302 -0.15 -1.02 -0.49
H 3.859 -0.486 1.161 -0.77 0.37 -0.88
O 3.604 -1.351 0.760 1.05 0.83 1.23
H 1.779 3.330 -1.678 0.29 0.12 0.34
H 2.551 3.959 -0.553 0.13 -0.09 0.13
O 2.253 3.092 -0.855 -0.25 -0.18 -0.01
H -0.544 -2.679 0.349 -0.02 -0.31 -0.02
H -1.511 -2.663 -0.887 0.15 -0.31 -0.17
O -1.417 -2.964 0.018 -0.03 0.36 0.21
H 0.088 3.201 -2.587 0.19 -0.18 -0.53
H -0.253 4.574 -2.261 0.42 0.63 -0.15
O 0.470 4.084 -2.684 -0.94 -0.47 0.36
H 0.572 -3.177 -4.370 -0.30 0.12 -0.07
H 1.636 -3.761 -3.520 -0.10 -0.05 0.34
O 0.876 -3.162 -3.455 0.51 -0.16 -0.22
H -2.262 -3.538 1.830 -0.03 -0.35 0.38
H -3.108 -3.248 3.161 0.34 -0.36 0.01
O -3.100 -3.236 2.201 -0.32 0.38 -0.40
H 3.089 1.889 1.127 0.31 0.54 -0.19
H 4.630 2.070 1.352 -0.16 0.14 -0.14
O 3.884 1.472 1.463 -0.10 -0.67 0.30
H -3.766 2.772 -0.503 -0.30 0.14 0.16
H -3.206 2.570 -1.901 -0.15 0.22 0.07
O -2.994 2.442 -0.967 -0.30 -0.01 -0.93
H -2.869 -1.685 1.555 -0.47 0.04 0.80
H -3.281 -0.264 2.205 -0.24 -0.39 0.08
O -2.811 -0.700 1.491 0.42 0.54 -1.08
H -0.638 -1.529 3.966 0.18 0.07 0.71
H 0.818 -2.066 4.403 -0.49 0.30 0.57
O 0.174 -1.957 3.701 0.34 -0.36 -1.15
H 1.478 -2.676 1.858 -0.22 0.24 0.61
H 1.640 -2.641 0.372 0.22 -0.10 0.02
O 1.049 -2.333 1.071 -0.13 -0.07 -1.06
```
Forces are in eV/Å.

Results
energy above the lowest of the compared OMol25 structures with the same formula, charge and spin = 0.000 eV
HOMO level (alpha / beta) = -0.607 / -0.607 Eh
DFT total energy = -34297.4760 eV
spin multiplicity = 2
gap between HOMO and LUMO (alpha / beta) = 9.9 / 4.7 eV
total charge = +2

Computed Löwdin charges, given in elementary charges:
1. O 0.32
2. C -0.37
3. N 0.30
4. C -0.14
5. N 0.26
6. C -0.04
7. C -0.20
8. H 0.14
9. H 0.18
10. H 0.13
11. H 0.10
12. H 0.12
13. H 0.12
14. H 0.10
15. H 0.08
16. H 0.08
17. H 0.10
18. H 0.11
19. H 0.03
20. H 0.06
21. O -0.04
22. H 0.06
23. H 0.02
24. O -0.08
25. H 0.00
26. H 0.07
27. O -0.06
28. H 0.01
29. H 0.03
30. O -0.04
31. H 0.02
32. H 0.08
33. O -0.02
34. H 0.07
35. H 0.08
36. O -0.05
37. H 0.04
38. H 0.08
39. O -0.03
40. H 0.00
41. H 0.07
42. O -0.03
43. H 0.08
44. H 0.08
45. O -0.04
46. H 0.01
47. H 0.07
48. O -0.07
49. H 0.04
50. H 0.06
51. O -0.04
52. H 0.07
53. H 0.07
54. O -0.07

---

# 2
# C31H37GeInO4

A molecular structure, C31H37GeInO4 (ωB97M-V/def2-TZVPD, the Open Molecules 2025 dataset).

```
74
Properties=species:S:1:pos:R:3:forces:R:3
In 0.602 -0.956 -0.813 0.54 -0.20 0.44
C 2.622 -2.227 1.654 0.04 0.05 -0.03
C 1.199 -2.560 2.007 -0.12 -0.01 0.07
O 0.406 -2.887 0.859 -0.03 0.11 -0.16
C 0.628 -4.209 0.332 -0.05 -0.02 0.10
C 0.976 -4.117 -1.135 0.06 -0.12 0.01
O 1.929 -3.054 -1.270 -0.34 0.13 -0.24
C 2.479 -2.939 -2.590 0.05 -0.13 -0.02
C 3.471 -1.808 -2.548 0.07 0.07 -0.07
O 2.840 -0.683 -1.914 -0.15 0.15 0.00
C 3.666 0.040 -0.997 0.05 0.04 -0.04
C 3.886 -0.729 0.283 -0.04 -0.03 0.07
O 2.607 -1.034 0.855 0.07 -0.10 -0.06
H 3.205 -2.071 2.566 0.00 0.05 0.00
H 3.085 -3.032 1.079 0.03 -0.04 0.02
H 1.164 -3.369 2.738 0.00 -0.04 -0.04
H 0.716 -1.690 2.450 -0.02 -0.03 0.05
H 1.425 -4.697 0.893 0.04 0.03 -0.04
H -0.284 -4.793 0.453 -0.01 -0.02 0.07
H 1.399 -5.065 -1.471 0.04 0.01 -0.02
H 0.095 -3.900 -1.747 0.01 0.02 0.00
H 2.988 -3.862 -2.876 -0.02 -0.04 0.02
H 1.678 -2.747 -3.308 0.00 0.02 0.01
H 4.364 -2.098 -1.995 -0.02 -0.01 0.04
H 3.767 -1.535 -3.562 0.03 0.04 0.01
H 4.624 0.295 -1.454 -0.01 -0.01 -0.03
H 3.137 0.974 -0.796 0.00 0.01 -0.02
H 4.427 -1.659 0.096 0.01 -0.01 -0.01
H 4.481 -0.132 0.979 0.00 0.00 0.03
C -0.872 -2.112 -3.790 0.04 -0.01 0.00
C -0.512 -0.802 -4.088 0.10 0.07 0.03
C -1.170 0.254 -3.466 -0.04 0.04 0.01
C -2.181 0.000 -2.545 -0.05 0.02 -0.04
C -2.537 -1.309 -2.245 -0.02 0.05 0.10
C -1.883 -2.366 -2.869 0.00 -0.04 0.07
H -0.404 -2.935 -4.318 -0.02 0.01 0.00
H 0.250 -0.600 -4.830 -0.02 -0.02 0.00
H -0.921 1.273 -3.735 -0.01 -0.03 -0.01
H -2.719 0.825 -2.091 0.00 -0.01 -0.02
H -3.346 -1.514 -1.555 0.00 0.02 -0.02
H -2.196 -3.384 -2.673 0.00 0.01 0.00
C 1.632 1.620 2.373 0.15 0.04 0.05
Ge -0.048 1.345 1.521 -0.01 -0.19 -0.87
C -1.389 0.232 2.176 -0.33 -0.06 0.40
C -2.573 0.048 1.445 0.02 -0.07 0.14
C -3.610 -0.672 2.006 0.00 -0.01 0.01
C -3.479 -1.191 3.293 -0.01 -0.01 0.01
C -2.314 -1.002 4.027 0.00 -0.01 -0.01
C -1.261 -0.293 3.472 -0.11 -0.05 -0.13
C -0.631 2.777 0.314 -0.03 0.10 -0.03
C -0.301 2.795 -1.048 0.01 0.09 0.13
C -0.665 3.853 -1.863 -0.04 0.09 0.00
C -1.379 4.935 -1.336 0.06 -0.05 -0.12
C -1.734 4.948 0.013 -0.03 0.03 0.04
C -2.456 6.037 0.551 -0.04 0.01 0.14
C -2.826 6.067 1.906 0.00 0.08 -0.17
C -2.482 5.017 2.727 0.07 -0.13 -0.01
C -1.764 3.925 2.211 -0.04 0.05 0.04
C -1.365 3.861 0.857 -0.05 0.01 -0.02
H 1.553 2.531 2.973 0.04 -0.01 0.02
H 2.401 1.771 1.617 0.04 0.02 0.06
H 1.888 0.775 3.006 0.05 0.02 0.01
H -2.673 0.454 0.445 0.01 0.03 0.00
H -4.528 -0.825 1.453 0.00 -0.01 0.01
H -4.300 -1.746 3.730 0.01 0.00 -0.01
H -2.230 -1.403 5.029 -0.01 0.00 -0.01
H -0.354 -0.147 4.049 -0.01 0.03 0.01
H 0.251 1.973 -1.486 0.01 -0.01 0.02
H -0.391 3.852 -2.910 -0.01 0.01 0.01
H -1.657 5.766 -1.973 0.01 -0.02 0.00
H -2.727 6.862 -0.099 0.00 -0.01 0.01
H -3.378 6.911 2.298 0.00 0.00 -0.02
H -2.767 5.027 3.770 0.02 -0.03 0.00
H -1.535 3.109 2.890 -0.01 0.00 0.01
```
Forces are in eV/Å.

Results
HOMO level (alpha / beta) = -0.618 / -0.618 Eh
DFT total energy = -102599.3849 eV
spin multiplicity = 2
gap between HOMO and LUMO (alpha / beta) = 7.0 / 4.9 eV
total charge = +3

Computed Löwdin charges, given in elementary charges:
1. In 1.12
2. C -0.15
3. C -0.15
4. O -0.24
5. C -0.12
6. C -0.14
7. O -0.23
8. C -0.14
9. C -0.12
10. O -0.25
11. C -0.16
12. C -0.15
13. O -0.27
14. H 0.16
15. H 0.14
16. H 0.16
17. H 0.10
18. H 0.14
19. H 0.15
20. H 0.16
21. H 0.11
22. H 0.16
23. H 0.11
24. H 0.14
25. H 0.15
26. H 0.16
27. H 0.12
28. H 0.13
29. H 0.15
30. C -0.10
31. C -0.08
32. C -0.12
33. C -0.13
34. C -0.10
35. C -0.09
36. H 0.12
37. H 0.12
38. H 0.11
39. H 0.11
40. H 0.12
41. H 0.12
42. C -0.16
43. Ge 1.10
44. C -0.38
45. C -0.10
46. C -0.03
47. C -0.01
48. C -0.03
49. C -0.10
50. C -0.17
51. C -0.07
52. C 0.01
53. C 0.08
54. C -0.14
55. C 0.11
56. C 0.03
57. C 0.02
58. C 0.06
59. C -0.17
60. H 0.06
61. H 0.04
62. H 0.04
63. H 0.09
64. H 0.12
65. H 0.13
66. H 0.13
67. H 0.11
68. H 0.06
69. H 0.13
70. H 0.15
71. H 0.15
72. H 0.14
73. H 0.14
74. H 0.11